Formula: C3H4O3
Source: the Open Molecules 2025 dataset
Level of theory: wB97M-V/def2-TZVPD

Results
Calculated total energy = -9317.254 eV
HOMO energy = -9.72 eV
LUMO level = 0.44 eV
Kohn-Sham gap = 10.17 eV
SMILES = C=C(O)C(=O)O

Structure (XYZ):
```
10
C3H4O3 (wB97M-V/def2-TZVPD)
C 1.30 -0.20 0.04
C -1.13 -0.18 0.56
C -0.07 0.44 -0.02
O 2.29 0.38 0.38
O 1.33 -1.47 -0.41
O -0.10 1.64 -0.56
H -2.06 0.44 0.54
H -1.04 -1.12 1.00
H 0.54 -1.77 -1.01
H -1.06 1.84 -0.53
```

=====

Formula: C5H15NOS
Source: the Open Molecules 2025 dataset
Level of theory: wB97M-V/def2-TZVPD

Results
Calculated total energy = -19800.806 eV
HOMO energy = -9.02 eV
LUMO level = 0.77 eV
Kohn-Sham gap = 9.78 eV
SMILES = CCN[C@@H](C)CS.O

Structure (XYZ):
```
23
C5H15NOS (wB97M-V/def2-TZVPD)
C -0.15 0.66 -2.58
N 0.48 0.98 -1.29
C 0.71 -0.19 -0.44
C 0.96 0.27 0.98
S 0.52 -0.87 2.29
C 1.82 -1.13 -0.92
C -1.63 0.92 -2.53
H 0.33 1.26 -3.35
H 0.08 -0.38 -2.84
H 1.35 1.48 -1.45
H -0.23 -0.74 -0.48
H 1.96 0.68 1.08
H 0.28 1.09 1.19
H 1.42 -1.86 2.21
H 1.56 -1.90 -1.64
H 2.64 -0.56 -1.39
H 2.30 -1.64 -0.09
H -1.82 1.96 -2.26
H -2.13 0.73 -3.49
H -2.13 0.34 -1.75
H -2.35 0.27 2.68
H -2.21 0.69 1.19
O -2.83 0.37 1.86
```

=====

Formula: C21H26ClN3O2S
Source: the Open Molecules 2025 dataset
Level of theory: wB97M-V/def2-TZVPD

Results
Calculated total energy = -54123.377 eV
HOMO energy = -7.98 eV
LUMO level = 0.36 eV
Kohn-Sham gap = 8.34 eV
SMILES = CCN(CC)CCNC(=O)c1ccc(Sc2ccc(Cl)cc2)c(NC(C)=O)c1

Structure (XYZ):
```
54
C21H26ClN3O2S (wB97M-V/def2-TZVPD)
C -8.29 -2.58 0.21
H -9.08 -1.83 0.25
H -8.56 -3.39 0.89
H -8.25 -2.98 -0.80
C -6.94 -2.00 0.60
N -6.40 -1.13 -0.43
C -4.96 -1.04 -0.44
H -4.68 -0.27 -1.17
C -4.28 -0.68 0.91
N -2.94 -0.21 0.70
C -2.65 1.11 0.62
O -3.48 1.98 0.83
C -1.23 1.43 0.30
C -0.45 0.61 -0.51
C 0.87 0.93 -0.78
C 1.42 2.08 -0.20
C 0.64 2.92 0.58
C -0.68 2.60 0.83
H -1.30 3.24 1.43
H 1.08 3.81 0.99
S 3.12 2.52 -0.50
C 3.97 1.06 0.05
C 5.23 0.79 -0.49
C 5.93 -0.33 -0.11
C 5.36 -1.20 0.81
C 4.12 -0.94 1.37
C 3.43 0.20 0.99
H 2.47 0.41 1.43
H 3.69 -1.62 2.09
Cl 6.22 -2.63 1.28
H 6.90 -0.54 -0.53
H 5.65 1.48 -1.21
N 1.66 0.13 -1.60
C 1.56 -1.23 -1.78
O 0.66 -1.89 -1.31
C 2.69 -1.78 -2.60
H 2.76 -1.26 -3.55
H 2.52 -2.84 -2.78
H 3.63 -1.66 -2.06
H 2.50 0.58 -1.95
H -0.87 -0.26 -0.98
H -2.23 -0.88 0.47
H -4.26 -1.55 1.57
H -4.83 0.13 1.40
H -4.56 -2.00 -0.78
C -7.12 0.10 -0.68
C -7.02 1.21 0.39
H -7.71 2.01 0.13
H -6.02 1.63 0.43
H -7.30 0.83 1.37
H -8.17 -0.16 -0.82
H -6.75 0.50 -1.63
H -7.03 -1.50 1.58
H -6.23 -2.83 0.72
```

=====

Formula: C13H12N2O
Source: the Open Molecules 2025 dataset
Level of theory: wB97M-V/def2-TZVPD

Results
Calculated total energy = -18700.928 eV
HOMO energy = -7.88 eV
LUMO level = -0.22 eV
Kohn-Sham gap = 7.67 eV
SMILES = CC1=CC=NN(C(=O)c2ccccc2)C=C1

Structure (XYZ):
```
28
C13H12N2O (wB97M-V/def2-TZVPD)
O -1.62 -2.15 -1.48
N -1.41 0.41 -2.15
C -0.82 -1.47 -0.84
C -1.72 1.67 -2.24
C 0.94 1.76 -0.78
C -1.21 2.79 -1.44
C 0.63 0.44 -0.87
C 0.03 2.87 -0.85
C 0.97 -3.34 2.57
C 0.38 -2.05 2.68
C 0.84 -4.06 1.40
C -0.19 -1.43 1.56
C 0.23 -3.48 0.30
C -0.20 -2.14 0.33
N -0.63 -0.12 -1.15
C 0.46 4.21 -0.32
H -2.51 1.95 -2.93
H 1.99 1.95 -0.50
H -1.88 3.64 -1.45
H 1.44 -0.26 -0.64
H 1.46 -3.79 3.43
H 0.42 -1.48 3.60
H 1.26 -5.06 1.32
H -0.62 -0.42 1.60
H 0.15 -4.05 -0.62
H 0.66 4.04 0.74
H 1.36 4.60 -0.82
H -0.38 4.95 -0.44
```

=====

Formula: C40H40Cl2InN5O3S2
Source: the Open Molecules 2025 dataset
Level of theory: wB97M-V/def2-TZVPD

Results
Calculated total energy = -107614.953 eV
HOMO energy = -7.80 eV
LUMO level = -0.06 eV
Kohn-Sham gap = 7.74 eV

Structure (XYZ):
```
93
C40H40Cl2InN5O3S2 (wB97M-V/def2-TZVPD)
In -0.01 0.14 0.03
C 2.13 -5.29 -4.50
C 2.38 -5.29 -2.98
C 3.89 -5.30 -2.74
C 1.75 -6.56 -2.38
C 1.76 -4.08 -2.30
C 1.97 -3.85 -0.94
C 1.39 -2.75 -0.33
N 0.64 -1.89 -1.00
C 0.43 -2.07 -2.30
C 0.96 -3.16 -2.97
C -0.44 -1.06 -2.96
C -0.56 -0.93 -4.33
C -1.41 0.03 -4.86
C -2.15 0.80 -3.96
C -1.95 0.63 -2.61
N -1.10 -0.27 -2.12
C -1.51 0.21 -6.37
C -2.22 -1.02 -6.97
C -2.29 1.48 -6.75
C -0.10 0.31 -6.97
H 2.62 -6.16 -4.94
H 2.55 -4.39 -4.95
H 1.07 -5.35 -4.73
H 4.35 -6.14 -3.26
H 4.13 -5.38 -1.68
H 4.34 -4.38 -3.13
H 2.19 -7.45 -2.83
H 0.67 -6.58 -2.56
H 1.92 -6.60 -1.30
H 2.59 -4.51 -0.35
H 1.51 -2.55 0.73
H 0.73 -3.30 -4.02
H 0.02 -1.56 -4.98
H -2.85 1.54 -4.30
H -2.47 1.22 -1.86
H -3.24 -1.10 -6.58
H -1.69 -1.93 -6.72
H -2.27 -0.93 -8.05
H -3.34 1.41 -6.46
H -2.25 1.62 -7.83
H -1.84 2.35 -6.27
H 0.43 -0.64 -6.92
H 0.49 1.06 -6.43
H -0.16 0.61 -8.02
O 2.25 -0.05 -0.95
N 2.94 1.06 -1.01
C 4.28 1.02 -0.85
C 5.06 2.14 -0.97
C 4.44 3.36 -1.25
C 3.07 3.40 -1.36
C 2.30 2.24 -1.24
S 0.59 2.25 -1.39
H 4.67 0.03 -0.63
H 6.13 2.06 -0.85
H 5.03 4.26 -1.35
H 2.55 4.33 -1.54
Cl -7.12 -4.51 1.98
C -5.73 -3.55 1.61
C -5.88 -2.19 1.39
C -4.76 -1.43 1.10
C -3.50 -2.01 1.05
C -3.37 -3.38 1.27
C -4.48 -4.16 1.54
C -2.27 -1.19 0.76
O -2.42 -0.04 0.27
O -1.15 -1.68 1.03
H -6.86 -1.74 1.44
H -4.86 -0.37 0.90
H -2.39 -3.82 1.23
H -4.39 -5.22 1.71
S -2.27 5.55 4.43
C -1.82 4.29 3.24
C -0.59 4.31 2.61
C -0.30 3.30 1.70
N -1.16 2.33 1.39
C -2.34 2.33 2.00
C -2.72 3.29 2.93
C -1.16 5.07 5.76
C 0.07 5.69 5.92
C 0.86 5.29 7.00
N 0.49 4.36 7.87
C -0.69 3.78 7.70
C -1.56 4.10 6.67
H 0.14 5.09 2.81
H 0.66 3.27 1.20
H -3.01 1.52 1.74
H -3.69 3.24 3.41
H 0.41 6.46 5.25
H 1.83 5.74 7.16
H -0.96 3.03 8.43
H -2.51 3.60 6.57
Cl 1.30 0.32 1.99
```

=====

Formula: C3H16N2O3
Source: the Open Molecules 2025 dataset
Level of theory: wB97M-V/def2-TZVPD

Results
Calculated total energy = -12483.623 eV
Net charge = +1
Multiplicity = 2
HOMO energy (spin up / spin down) = -12.95 / -12.94 eV
LUMO level (spin up / spin down) = -3.32 / -8.76 eV
Kohn-Sham gap (spin up / spin down) = 9.63 / 4.18 eV

Structure (XYZ):
```
24
C3H16N2O3 (wB97M-V/def2-TZVPD)
C 0.57 -0.12 -0.14
C -0.29 -1.41 -0.24
C -1.82 -1.13 -0.12
N -2.36 -0.32 0.93
N 1.94 -0.16 0.27
H 0.44 0.49 -1.07
H 0.00 0.43 0.65
H -0.17 -1.81 -1.26
H -0.11 -2.19 0.50
H -2.25 -2.14 -0.15
H -2.12 -0.76 -1.11
H -2.78 -0.80 1.71
H -1.76 0.41 1.29
H 2.25 0.77 0.53
H 2.49 -0.48 -0.54
H 1.00 -2.25 2.31
H 0.89 -0.77 2.23
O 0.47 -1.52 2.66
H -0.21 1.28 -2.91
H -1.27 2.24 -2.46
O -0.33 2.06 -2.35
H 1.55 2.91 0.46
H 1.65 2.65 -1.00
O 2.21 2.64 -0.20
```

=====

Formula: C10H10BN7RuS
Source: the Open Molecules 2025 dataset
Level of theory: wB97M-V/def2-TZVPD

Results
Calculated total energy = -35039.219 eV
Net charge = +2
HOMO energy (spin up / spin down) = -16.30 / -16.30 eV
LUMO level (spin up / spin down) = -11.13 / -11.13 eV
Kohn-Sham gap (spin up / spin down) = 5.17 / 5.17 eV

Structure (XYZ):
```
30
C10H10BN7RuS (wB97M-V/def2-TZVPD)
Ru 0.44 0.00 1.58
C -1.79 -3.07 -0.40
C -1.18 -2.62 0.76
N -0.46 -1.53 0.48
N -0.61 -1.24 -0.83
C -1.40 -2.17 -1.38
B 0.03 0.00 -1.50
N -0.61 1.24 -0.83
C -1.40 2.17 -1.38
C -1.79 3.07 -0.40
C -1.20 2.61 0.77
N -0.46 1.53 0.49
N 1.52 0.01 -1.09
C 2.67 0.00 -1.76
C 3.73 0.00 -0.85
C 3.14 -0.01 0.39
N 1.79 0.00 0.23
H -2.40 -3.95 -0.51
H -1.21 -3.04 1.76
H -1.65 -2.15 -2.43
H -0.13 0.00 -2.67
H -1.65 2.15 -2.43
H -2.41 3.94 -0.51
H -1.23 3.03 1.76
H 2.70 0.01 -2.84
H 4.78 -0.01 -1.08
H 3.58 -0.02 1.37
S -1.28 0.01 5.84
C -0.89 0.01 4.31
N -0.61 0.00 3.15
```

=====

Formula: C2H3CdO4S
Source: the Open Molecules 2025 dataset
Level of theory: wB97M-V/def2-TZVPD

Results
Calculated total energy = -25697.658 eV
Net charge = +1
HOMO energy = -14.22 eV
LUMO level = -9.62 eV
Kohn-Sham gap = 4.60 eV

Structure (XYZ):
```
11
C2H3CdO4S (wB97M-V/def2-TZVPD)
O 1.74 -1.21 0.95
C 1.42 -0.83 -0.14
O 1.63 -1.06 -1.30
C 0.25 0.39 -0.05
S -1.40 -0.41 -0.02
O -1.24 -1.60 -0.77
O -2.35 0.55 -0.47
H 0.35 1.02 -0.93
H 0.40 0.96 0.90
H -1.57 -0.77 1.27
Cd 0.77 2.95 0.55
```